198
Properties=species:S:1:pos:R:3:forces:R:3 method="wB97M-V/def2-TZVPD" molar_mass_g_mol=1489.966 charge=+2 lumo_ev=-3.92 gap_ev=5.23 homo_energy_ev=-9.149
S 4.68770 -2.74271 -19.25509 6.81 -5.25 6.87
S 3.82330 16.68079 -20.35302 -0.35 -7.36 2.27
S 0.79420 9.13481 -20.38510 4.36 12.71 6.42
S -5.19262 1.82033 -16.62582 1.62 2.31 -0.36
S 2.69515 -1.50436 -19.52285 -3.68 1.49 0.24
S -0.03963 6.97312 -20.16386 -4.41 -5.01 0.24
S -6.91494 0.49573 -15.70595 -5.29 -8.27 3.98
S 4.00852 18.85871 -19.43311 1.18 4.46 2.65
F -8.41282 0.71864 -15.17930 -1.05 0.05 0.03
F -4.60709 3.18999 -16.09588 -0.06 0.44 -0.06
F 3.96890 20.29896 -20.15667 -0.10 -0.25 0.23
F 1.05332 10.25936 -21.52140 0.23 -0.10 -0.33
F -0.21480 5.71295 -21.22777 0.57 1.34 0.47
F 5.35314 -3.99548 -19.99851 0.50 0.11 -0.23
F 2.43579 -0.46469 -20.66641 -0.51 0.46 -1.17
F 3.59848 15.92365 -21.68393 -0.59 -0.48 -1.77
O 5.80471 -1.88109 -18.93527 -0.46 -0.65 0.15
O 5.19018 16.28812 -20.05114 -1.49 0.53 0.22
O -0.33355 9.74686 -19.69628 0.91 -1.14 -0.18
O 2.72363 16.13552 -19.50517 2.42 1.35 -1.44
O -5.31170 2.07181 -18.06332 -0.42 -0.63 2.17
O -6.45140 -0.34447 -14.60553 0.42 0.92 -1.90
O -7.16158 -0.10426 -16.98693 0.86 -0.18 -0.48
O -4.22167 0.87374 -16.13264 -1.26 0.40 -0.87
O 5.39509 18.82330 -18.89813 -3.25 -0.54 -1.78
O 1.40466 -2.20135 -19.38377 3.02 0.82 -0.52
O 3.99596 -3.44384 -18.17066 0.61 1.51 -1.05
O -1.47413 7.19323 -19.81528 3.86 -0.11 -0.76
O 2.08304 9.19263 -19.64395 -2.51 -0.98 -1.48
O 0.84382 6.36773 -19.16449 -1.06 2.14 -2.06
O 3.06985 -0.58365 -18.46007 0.20 -1.69 -0.83
O 2.95854 18.97354 -18.40335 1.59 -0.80 -2.42
N 1.29894 12.47039 -12.22070 -1.41 1.39 0.08
N -10.28807 -0.98852 -23.72999 -0.87 0.15 -0.68
N 3.62159 18.08956 -20.85515 0.43 3.07 1.92
N 3.89864 -2.26332 -20.35294 -6.40 3.39 -3.59
N -7.63606 8.09852 -22.63545 -0.38 -0.27 -0.50
N -6.60648 1.91976 -15.67324 4.98 5.08 -2.73
N -0.54690 19.94514 -25.54587 1.64 1.10 -0.95
N 0.51792 8.07880 -21.29430 -1.94 -8.81 -2.57
N 0.73309 7.82310 -28.04894 -1.07 -1.32 2.46
N 7.24546 5.56930 -20.15211 0.68 2.67 -0.15
C 8.03454 3.57886 -21.39230 -0.48 0.27 0.77
C -0.19103 12.66884 -12.57250 -0.53 -1.45 -0.23
C 1.42591 5.63999 -26.83636 1.44 1.92 -1.28
C 1.48027 13.04958 -10.79590 0.08 1.55 -1.24
C 8.17858 4.38509 -20.07200 -0.43 -0.94 1.00
C 1.47495 10.94174 -12.34491 -0.27 1.53 -0.35
C -0.41538 7.18508 -27.17324 1.23 -0.91 0.42
C 0.88860 9.34794 -27.67473 -0.15 -1.39 0.73
C -12.39683 0.27768 -23.54959 0.04 -0.61 1.44
C -6.40782 -0.05899 -23.50100 -0.16 0.25 -0.69
C 6.73185 6.21986 -18.81734 0.98 -1.95 -0.08
C -11.17753 -1.26680 -25.01333 1.39 -0.35 0.59
C -7.57884 6.61634 -23.13206 -0.66 1.16 -0.63
C 7.40458 8.11362 -21.05437 -0.28 -0.18 -0.01
C -8.38041 6.62815 -24.46675 1.73 -0.62 -0.15
C 8.31254 9.15524 -21.67618 0.94 -0.43 -1.49
C 6.07097 5.02909 -20.96528 0.53 0.19 0.01
C -0.04540 5.67924 -27.15825 -0.34 0.90 0.11
C 2.14186 9.91980 -28.20362 2.02 3.06 -1.16
C -8.76712 -0.95479 -24.12471 -0.17 2.00 0.50
C -1.06379 21.15949 -26.42987 -0.13 -1.93 -1.12
C -7.59296 8.12571 -21.09692 0.16 1.26 -0.27
C -10.50031 -2.07125 -22.68317 0.88 0.09 -1.43
C -1.95708 16.60360 -24.19486 -0.42 -0.72 -1.26
C 1.96912 6.98016 -27.50076 -0.74 0.09 -0.60
C -12.47832 -0.56503 -24.80802 -1.51 0.75 -0.70
C -0.52394 11.59527 -13.65299 -0.02 0.51 -0.23
C -7.86816 -0.20872 -22.99734 0.25 -3.07 -1.51
C 2.05302 13.26542 -13.32144 0.81 -0.26 0.78
C -9.49546 7.58640 -24.23854 -1.18 -0.37 1.46
C 3.54386 13.38691 -13.00234 0.09 0.29 0.78
C -1.46770 18.68047 -25.52510 0.37 1.86 1.27
C 8.09081 6.66999 -20.88955 -1.97 1.71 -0.85
C -10.93829 0.27715 -23.13336 1.85 0.43 -0.91
C 6.68374 4.08784 -22.03029 0.60 0.30 0.55
C -7.60011 9.57985 -20.55529 -0.45 -1.56 1.06
C 4.36583 14.04779 -14.13370 -0.64 -0.57 0.02
C 0.00351 22.09990 -24.54003 1.49 0.64 2.07
C 0.92162 19.63714 -26.08623 -0.69 -0.68 0.35
C -0.88325 17.60136 -24.62301 -0.78 -0.54 -0.48
C -6.46659 8.88703 -23.26735 -1.23 -1.12 1.01
C 0.39955 7.57915 -29.51273 0.77 1.63 1.10
C -0.33575 22.36215 -25.95070 0.74 1.00 -1.20
C 0.57927 10.55150 -13.57006 1.64 -0.19 1.78
C 2.45036 11.44964 -27.70855 -1.52 -0.95 0.63
C -7.41033 9.60200 -18.99205 0.66 0.83 -0.91
C -0.48470 20.71518 -24.20542 -1.24 -0.45 -0.17
C -8.94243 8.66367 -23.27416 0.21 0.01 -1.26
H 5.45486 5.84632 -21.34029 0.30 0.12 -0.10
H 2.53553 10.79389 -12.54844 -0.14 -0.35 0.33
H -0.28614 7.46538 -26.12786 0.04 0.84 -0.18
H -8.11818 9.13298 -18.30865 -0.31 -0.05 -0.59
H -5.99147 -0.98025 -23.90846 -0.56 -0.29 -0.28
H -0.52979 5.15655 -26.33347 -0.75 -0.15 -0.65
H -7.79656 -1.01120 -22.26317 -0.33 0.82 1.00
H -6.68489 9.94773 -23.14336 0.31 -0.20 0.00
H -1.72623 18.39411 -26.54454 0.31 -0.03 0.06
H -2.82944 17.04430 -23.71229 0.27 -0.07 0.37
H -0.50238 18.03138 -23.69665 0.71 -0.02 -0.41
H -9.68121 9.14358 -22.63230 0.33 -0.67 0.65
H -10.06949 -2.94380 -23.17424 -0.14 -0.33 0.57
H 1.96060 4.77647 -27.23199 -0.19 0.04 -0.03
H -8.08992 6.03577 -22.36406 0.02 -0.02 -0.11
H 7.76060 10.02198 -22.03984 -0.20 -0.01 0.40
H -2.32586 16.10748 -25.09261 -0.42 0.23 -0.39
H -5.60996 0.17145 -22.79501 -0.70 0.47 0.62
H -0.02600 20.11308 -23.42109 0.27 0.34 -0.21
H 1.63004 14.26614 -13.40941 -0.28 -0.13 0.30
H -10.64191 -0.90453 -25.89081 0.19 0.02 0.26
H -7.78245 6.90175 -25.33605 0.44 0.18 0.19
H 3.90618 12.43857 -12.60549 0.41 -0.55 -1.00
H 1.06975 22.18703 -24.33113 0.06 0.09 -0.20
H 0.16939 6.56039 -29.82460 0.13 0.09 0.57
H -10.39939 1.10851 -23.58782 -0.12 0.11 -0.32
H -6.69550 7.61444 -20.74868 0.10 -0.16 -0.37
H 0.00603 9.92911 -27.94198 -0.12 -0.39 -0.49
H -9.90476 -1.75829 -21.82557 -0.36 -0.35 0.13
H -0.87176 23.29371 -26.13230 -0.40 -0.23 0.22
H 1.66907 20.38177 -25.81247 -0.71 0.65 -0.36
H 3.87269 14.91954 -14.56379 -0.29 0.06 0.24
H 1.29007 10.62837 -14.39283 -0.58 -0.33 -0.40
H -10.65062 0.35517 -22.08490 -0.54 -0.34 0.08
H 1.42783 18.74818 -25.70992 -0.96 -0.34 0.76
H 6.55221 8.10263 -21.73366 -0.21 -0.55 0.15
H -0.51673 13.67857 -12.82244 0.80 0.10 -0.08
H 1.71584 5.75929 -25.79242 -0.65 -0.38 0.14
H 9.17533 9.51648 -21.11655 -0.18 -0.23 0.37
H 9.06437 6.92793 -20.47274 -0.10 -1.00 0.73
H -0.52588 11.94140 -14.68658 -0.06 0.53 0.18
H 5.46393 4.54877 -20.19787 0.02 -0.51 -0.27
H -2.34693 19.08316 -25.02220 -0.32 -0.03 -0.28
H -2.15144 21.18181 -26.36197 0.05 0.06 0.49
H -8.64598 9.47508 -23.93886 0.38 0.10 0.26
H -6.55328 6.26510 -23.24593 -0.01 0.28 0.23
H 1.16592 10.57530 -11.36598 0.06 -0.34 -0.22
H 0.84196 19.41374 -27.15010 -0.10 0.67 -0.02
H -6.49236 8.59291 -24.31660 0.43 0.18 0.11
H 2.46101 12.96606 -10.32764 -0.21 -1.15 -0.16
H -8.38373 0.71397 -22.73100 0.36 -0.23 0.36
H -0.77816 12.39350 -11.69638 0.29 -0.04 0.19
H -8.66075 5.59538 -24.67381 -0.41 0.10 0.02
H 2.60850 6.86361 -28.37581 0.16 -0.13 0.28
H -0.84514 20.96769 -27.48035 0.03 -0.38 0.08
H -9.99681 8.04524 -25.09072 0.42 -0.09 -0.14
H 5.34507 14.40891 -13.81944 -0.02 -0.45 0.05
H 1.85600 12.75762 -14.26560 0.09 -0.14 0.10
H 5.96028 3.32154 -22.30869 0.26 -0.18 0.25
H 0.59474 12.90113 -10.17794 0.41 -0.96 0.00
H -8.52828 -1.95234 -24.49341 0.25 -0.30 1.01
H -6.41676 9.23500 -18.73468 0.01 -0.26 -0.12
H 0.31902 9.50969 -13.38295 -0.37 0.11 -0.51
H 7.05405 8.65291 -20.17437 -0.19 -1.01 0.64
H -13.32166 -1.25511 -24.83398 0.12 -0.15 0.55
H 0.61024 22.55253 -26.45760 -0.14 -0.45 -0.57
H 4.42162 13.33245 -14.95423 0.47 0.07 -0.06
H -11.56307 -2.22555 -22.49655 0.18 0.22 0.15
H -12.77816 0.12588 -25.59596 0.68 -0.16 -0.51
H 5.65593 6.37453 -18.73631 0.09 0.38 -0.96
H 2.26127 11.57245 -26.64212 0.27 -0.44 0.29
H 3.68139 13.91739 -12.06012 -0.36 0.88 -0.13
H 7.33399 7.10496 -18.61205 -0.27 -0.29 0.07
H -0.24298 5.35401 -28.17966 -0.14 -0.96 0.44
H 8.00612 2.52451 -21.11729 -0.19 0.04 -0.11
H -8.56349 9.99894 -20.84578 0.11 0.42 0.13
H -11.27586 -2.34907 -25.09777 0.07 0.08 0.04
H -6.37579 0.68750 -24.29462 0.17 0.06 -0.09
H 0.89091 9.34904 -26.58472 0.10 -0.20 0.08
H -0.45561 22.88452 -23.93863 -0.10 -0.49 0.53
H 2.08098 10.06326 -29.28243 -0.19 -0.28 -0.21
H -12.99443 -0.20103 -22.77382 -0.06 0.25 0.15
H 3.41935 11.91604 -27.88641 0.10 -0.77 -0.42
H -8.45858 7.56678 -20.74138 -0.04 0.08 -0.10
H -6.77632 10.17555 -20.94850 -0.13 -0.10 -0.18
H 9.19258 4.64496 -19.76808 -0.08 0.51 -0.46
H 8.93307 3.69703 -21.99793 -0.35 0.23 -0.32
H -7.34395 10.66978 -18.78340 -0.27 -0.02 0.45
H 3.05056 9.33031 -28.08163 -0.26 -0.19 0.51
H 8.70141 8.70980 -22.59185 0.40 0.12 -0.23
H -1.51568 20.94950 -23.94034 -0.35 -1.01 0.11
H -1.54341 11.25425 -13.47277 0.21 -0.34 0.11
H -0.21377 17.02201 -25.25880 0.80 0.20 0.70
H 1.69591 12.12983 -28.10383 -0.01 -0.12 -0.53
H 6.89009 5.41869 -18.09540 0.35 0.29 0.33
H -12.73673 1.30744 -23.65994 -0.08 -0.20 -0.09
H -0.44668 8.25939 -29.60907 0.00 -0.24 -0.83
H -10.24564 6.94850 -23.77119 -0.45 0.51 0.40
H -1.42663 7.41306 -27.51012 0.31 0.19 -0.32
H -1.55878 15.71505 -23.70503 0.17 0.56 0.79
H -5.60594 8.53530 -22.69844 0.32 0.36 -0.47
H 6.92836 4.61647 -22.95161 -0.18 0.23 0.07
H 1.45184 14.13244 -10.91709 -0.15 0.21 -0.44
H 8.24170 6.22897 -21.87485 0.16 0.27 -0.06
H 1.29407 7.95566 -30.00889 -0.37 -0.09 -0.56
H 7.84007 3.79167 -19.22266 -0.35 -0.16 -0.12
H 2.44664 7.58521 -26.73004 0.01 0.11 -0.34
H -8.61544 -0.39555 -25.04793 -0.77 0.53 -0.04